{"formula": "C6H14N2O2", "method": "wB97M-V/def2-TZVPD", "elements": ["C", "N", "C", "C", "O", "H", "H", "H", "H", "H", "H", "H", "C", "N", "C", "C", "O", "H", "H", "H", "H", "H", "H", "H"], "coordinates": [[-0.25980, 1.92774, -1.73988], [-1.24396, 0.95888, -1.44590], [-1.23479, -0.36360, -1.90004], [-2.19213, -1.29397, -1.07072], [-0.54809, -0.75824, -2.84886], [0.35708, 2.18291, -0.89342], [0.57124, 1.40925, -2.33333], [-0.76670, 2.75714, -2.32007], [-2.19713, 1.35080, -1.45037], [-1.53103, -1.94431, -0.30064], [-2.97452, -0.98624, -0.53461], [-2.34375, -2.22051, -1.57964], [0.04232, -1.80599, 1.99905], [0.46905, -0.44285, 1.36985], [1.71961, -0.01295, 1.76097], [2.36424, 1.23329, 1.17139], [2.35425, -0.69181, 2.57141], [-0.91259, -1.98311, 1.48739], [0.60823, -2.56656, 1.48533], [0.46737, -1.55889, 3.14098], [-0.17901, 0.01628, 0.73670], [3.15770, 1.71776, 1.63996], [2.70392, 1.08195, 0.19779], [1.56849, 1.99305, 0.85666]], "forces_ev_per_angstrom": [[1.809, -0.283, -2.659], [-1.973, -0.842, 0.747], [-0.131, -0.721, -1.051], [6.074, -3.156, -0.789], [-1.002, 0.479, 2.348], [-0.580, 0.903, 0.720], [-1.398, 0.823, -0.083], [1.319, -0.561, 0.803], [0.703, -0.596, 0.632], [-0.779, 2.242, -1.140], [-3.056, 1.808, 1.680], [-1.042, -0.126, -1.381], [2.018, 3.379, 0.060], [0.421, -1.304, 0.590], [0.532, -0.443, 0.347], [-3.942, 0.942, -1.189], [-0.376, 0.508, -0.433], [-0.630, 0.265, 1.866], [0.982, -0.325, 0.491], [-2.148, -1.683, -2.739], [0.562, 0.150, 0.198], [0.987, 0.366, 1.607], [0.897, -1.201, -1.762], [0.753, -0.625, 1.136]], "mulliken_charge": [-0.63, -0.20, 0.71, -0.93, -0.59, 0.02, 0.27, 0.33, 0.27, -0.10, 0.42, 0.38, -0.85, -0.16, 0.76, -1.16, -0.63, 0.25, 0.31, 0.33, 0.21, 0.38, 0.35, 0.24], "gap_ev": 10.0, "relative_energy_kj_mol": 343.8, "e_tot_ev": -13522.0611, "largest_force_ha_per_bohr": 0.1340}